Record 1
Computed, not measured: a structure of composition C38H41N5O7PV, with the ωB97M-V functional and the def2-TZVPD basis.

The orbital gap (spin up / spin down) comes out at 6.811 / 6.741 eV. The spin multiplicity is 3. Its maximum force is 0.0130 hartree/bohr. The net charge is 0. As for the lowest unoccupied orbital energy (spin up / spin down): -0.2 / -0.3 eV. As for the HOMO energy (spin up / spin down): -7.046 / -7.056 eV.

Structure (XYZ):
```
93
C38H41N5O7PV | the OMol25 dataset | the ωB97M-V functional and the def2-TZVPD basis
V 0.68 -2.08 -0.45
P -0.18 -1.51 -2.82
O 0.76 -0.29 0.00
O 0.34 -2.68 1.28
O 1.97 -5.75 0.69
O -1.38 10.32 4.62
O -0.74 -2.63 -3.84
O -1.52 -1.32 -1.98
O 0.00 -0.29 -3.86
N -0.01 4.78 2.13
N 0.72 -3.91 -1.43
N -0.69 1.44 -1.52
N 2.59 -2.65 -0.24
N -1.01 5.48 1.89
C -1.31 4.00 -0.61
C 2.57 -2.79 2.16
C -3.79 -0.84 -1.45
C -1.48 -6.58 -0.19
C -1.63 -7.76 0.47
C -0.21 1.87 -0.33
C -2.86 -1.33 -2.52
C -0.50 -8.31 1.15
C 1.19 1.37 1.57
C 1.16 -2.74 2.31
C -2.44 11.21 4.34
C 3.38 -2.90 3.30
C 0.60 0.94 0.40
C -0.23 -4.66 -0.93
C 0.69 -7.66 1.18
C -0.18 8.38 4.10
C -1.04 6.72 2.60
C 0.07 -3.51 -4.63
C 2.85 -2.90 4.57
C 3.05 -3.25 -1.49
C 2.07 -4.41 -1.72
C -0.48 3.17 0.18
C 1.12 0.60 -3.66
C 0.63 -2.77 3.61
C 1.46 -2.84 4.71
C 0.90 -6.38 0.53
C 0.89 1.86 -4.44
C -1.47 2.24 -2.21
C -2.18 7.49 2.42
C -0.23 -5.89 -0.25
C 0.97 2.66 2.05
C -0.03 7.18 3.45
C 0.13 3.55 1.42
C -1.81 3.53 -1.79
C -1.33 9.15 3.92
C 1.27 -2.83 -5.26
C -2.34 8.70 3.08
C 3.17 -2.94 0.86
H -2.32 -6.14 -0.71
H 0.10 2.47 -4.00
H -2.45 4.15 -2.41
H -2.96 7.11 1.77
H -3.57 0.20 -1.19
H 2.34 -5.24 -1.07
H -3.10 -2.35 -2.84
H 0.85 6.58 3.59
H -2.22 12.12 4.88
H 1.81 0.67 2.12
H -0.59 -3.90 -5.39
H 0.62 1.63 -5.47
H -4.83 -0.90 -1.80
H 4.17 -3.38 0.83
H 1.45 2.99 2.97
H -1.54 4.99 -0.27
H 4.46 -2.98 3.16
H 1.99 -2.50 -4.51
H 0.97 -1.97 -5.86
H 1.81 2.45 -4.45
H 1.79 -3.55 -5.91
H 1.02 -2.87 5.70
H 1.54 -8.06 1.73
H 2.02 0.09 -4.02
H -0.61 -9.25 1.68
H -2.88 -0.69 -3.41
H -1.83 1.85 -3.16
H 0.39 -4.33 -3.99
H -3.25 9.27 2.94
H -2.52 11.42 3.28
H 0.59 8.76 4.76
H 3.00 -2.51 -2.28
H 1.23 0.80 -2.59
H -1.22 -4.22 -1.05
H 2.12 -4.73 -2.77
H 4.07 -3.63 -1.41
H -3.40 10.81 4.70
H -0.45 -2.74 3.71
H -2.58 -8.27 0.48
H 3.48 -2.98 5.44
H -3.69 -1.44 -0.55
```

Mulliken atomic charge list, values in e, 6 entries: 0.660, 0.686, 0.172, -0.662, -0.747, -0.414

---

Record 2
Computed, not measured: a structure of composition C38H42CsN8O2SSe2, with the ωB97M-V functional and the def2-TZVPD basis.

The orbital gap (spin up / spin down) comes out at 4.352 / 6.326 eV. The spin multiplicity is 2. Its maximum force is 0.0572 hartree/bohr. The net charge is 0. As for the lowest unoccupied orbital energy (spin up / spin down): -0.2 / -0.2 eV. As for the HOMO energy (spin up / spin down): -4.578 / -6.552 eV.

Structure (XYZ):
```
94
C38H42CsN8O2SSe2 | the OMol25 dataset | the ωB97M-V functional and the def2-TZVPD basis
Cs -12.06 -18.03 -16.03
Se -15.37 -16.99 -17.36
Se -14.25 -18.62 -18.94
S -12.26 -13.27 -14.07
O -8.77 -24.62 -18.66
O -9.41 -17.46 -15.83
N -8.03 -22.56 -19.47
N -11.86 -17.83 -12.94
N -8.18 -17.20 -15.45
N -12.06 -16.84 -18.70
N -13.64 -13.78 -16.34
N -15.37 -17.69 -14.60
N -12.67 -11.76 -16.24
N -11.57 -21.43 -16.71
C -17.63 -19.41 -14.84
C -7.28 -16.75 -16.44
C -7.85 -17.44 -14.20
C -15.99 -18.26 -13.50
C -12.01 -16.57 -12.43
C -5.61 -22.49 -19.92
C -11.08 -18.49 -10.73
C -11.78 -16.26 -11.09
C -12.15 -8.47 -14.65
C -12.83 -12.97 -15.66
C -6.55 -17.17 -13.78
C -5.66 -16.63 -14.68
C -9.60 -21.07 -20.68
C -12.40 -23.50 -17.53
C -16.97 -18.89 -15.96
C -10.94 -17.05 -8.74
C -10.18 -22.82 -18.15
C -8.23 -21.24 -20.00
C -11.40 -18.73 -12.10
C -10.37 -21.69 -17.37
C -12.55 -22.33 -16.74
C -11.31 -17.24 -10.21
C -12.97 -17.36 -19.58
C -10.17 -9.86 -14.30
C -15.97 -17.89 -15.74
C -5.96 -16.51 -16.04
C -11.26 -15.35 -20.42
C -11.30 -23.68 -18.31
C -17.12 -19.04 -13.56
C -8.90 -23.39 -18.78
C -12.14 -15.91 -21.31
C -11.32 -15.78 -19.11
C -12.00 -10.68 -15.61
C -12.67 -9.45 -15.51
C -10.71 -10.85 -15.02
C -10.93 -8.70 -14.00
C -6.90 -23.21 -20.05
C -13.04 -16.90 -20.90
H -10.50 -7.98 -13.34
H -8.22 -20.48 -19.18
H -10.52 -14.57 -20.66
H -13.80 -17.37 -21.49
H -18.40 -20.17 -15.02
H -7.42 -20.97 -20.74
H -10.71 -15.27 -18.34
H -8.60 -17.83 -13.50
H -6.83 -24.22 -19.69
H -13.16 -24.24 -17.39
H -12.26 -15.42 -22.26
H -10.29 -20.65 -20.00
H -17.27 -19.14 -16.98
H -10.80 -19.27 -10.10
H -13.39 -22.22 -16.05
H -4.74 -23.15 -19.87
H -7.13 -23.21 -21.12
H -17.57 -19.38 -12.62
H -12.31 -15.77 -13.06
H -9.52 -21.02 -17.15
H -9.48 -20.32 -21.47
H -7.79 -16.61 -17.40
H -10.27 -11.82 -15.16
H -9.99 -22.05 -21.04
H -5.62 -21.76 -19.09
H -9.92 -17.34 -8.68
H -13.17 -11.58 -17.10
H -11.53 -17.74 -8.09
H -4.67 -16.31 -14.45
H -11.92 -15.24 -10.69
H -13.78 -14.69 -15.97
H -13.63 -13.81 -17.34
H -11.20 -24.54 -18.95
H -15.47 -18.11 -12.56
H -11.14 -16.07 -8.35
H -5.26 -16.31 -16.82
H -13.67 -9.39 -15.87
H -11.41 -19.78 -12.35
H -5.52 -21.92 -20.85
H -12.75 -7.59 -14.53
H -9.19 -9.94 -13.88
H -6.24 -17.44 -12.76
```

Mulliken atomic charge list, values in e, 6 entries: 1.085, -0.262, -0.191, -0.309, -0.660, -0.407